[1]
Below is C3H8NOSe as an isolated structure in a non-equilibrium geometry, with properties calculated with ωB97M-V/def2-TZVPD.

The geometry in XYZ format:
```
14
Properties=species:S:1:pos:R:3
H -0.85947 -1.67309 1.07361
H -1.30042 1.82722 -1.18669
H -2.24189 -0.01217 -0.15200
C 0.61817 1.38176 -0.06083
H 0.99315 1.22379 -1.04497
Se 1.16258 -0.15680 0.90690
H 1.10525 2.23875 0.39508
H -1.38615 2.19886 0.57212
H 1.12823 -3.33003 -0.27727
N -1.34067 0.18728 0.15528
O 1.42216 -2.40294 -0.16284
C -0.91672 1.53151 -0.09492
H 2.07267 -2.28364 -0.82230
C -0.45689 -0.73051 0.69884
```

Output
- 2S+1 = 1
- net charge = +1
- Kohn-Sham gap (eV) = 8.947
- ΔE to the lowest compared entry with this formula, charge and spin (kcal per mole) = 29.57
- E (Ha) = -2650.22789
- HOMO energy (Eh) = -0.4937

---

[2]
Below is one molecule with the formula C3H8NP in a non-equilibrium geometry, with properties calculated with ωB97M-V/def2-TZVPD.

The geometry in XYZ format:
```
13
Properties=species:S:1:pos:R:3
C -0.54086 -0.56293 0.03898
H 2.97534 0.07244 1.02589
H 1.45256 1.29325 1.55396
H -1.22709 0.23508 -1.82533
H -2.62447 0.30042 -0.67150
H -0.75656 -0.44110 1.09048
C 0.94186 -0.50814 -0.14678
P 2.00902 0.87602 0.22122
N 1.47768 -1.89932 -0.93221
H -0.77947 -1.75173 -0.10666
H 2.49677 -2.01192 -0.72630
C -1.39978 0.38277 -0.75096
H -1.01266 1.35637 -0.53839
```

Output
- 2S+1 = 1
- net charge = 0
- Kohn-Sham gap (alpha / beta) (eV) = 9.341 / 8.298
- ΔE to the lowest compared entry with this formula, charge and spin (kcal per mole) = 89.45
- E (Ha) = -515.03779
- HOMO energy (alpha / beta) (Eh) = -0.3550 / -0.3159
- SMILES string = [H]/N=C(\P)CC

---

[3]
Below is one molecule with the formula C3H8NP in a non-equilibrium geometry, with properties calculated with ωB97M-V/def2-TZVPD.

The geometry in XYZ format:
```
13
Properties=species:S:1:pos:R:3
H -0.55033 -1.81449 -0.78127
H 1.90935 -1.28786 1.41411
H 2.62258 -1.07779 -0.30928
H -1.43463 2.26487 0.74587
P -1.35289 -1.10855 0.08263
H 1.00699 -1.93692 -0.10158
H -1.37342 1.97522 -0.96998
C -0.51824 0.38735 0.09889
C 1.67636 -1.03414 0.29955
H 0.14788 2.43711 0.02032
H -2.49774 -0.89602 -0.59915
N 1.13273 0.28489 0.14344
C -0.76864 1.80634 -0.04354
```

Output
- 2S+1 = 1
- net charge = 0
- Kohn-Sham gap (alpha / beta) (eV) = 8.552 / 8.086
- ΔE to the lowest compared entry with this formula, charge and spin (kcal per mole) = 82.71
- E (Ha) = -515.04854
- HOMO energy (alpha / beta) (Eh) = -0.3122 / -0.2935
- SMILES string = C/N=C(/C)P